[1]
Density functional theory data (ωB97M-V/def2-TZVPD) for C29H22Br2CuF9N3O3Sb2 as an isolated structure.

Properties
Net charge   +1
LUMO   -3.35 eV
Highest occupied orbital energy   -11.243 eV
Energy above the lowest of the compared OMol25 structures with the same formula, charge and spin   19.4 kJ/mol
2S+1   1
Molecular weight   1098.37 g mol⁻¹
HOMO-LUMO gap   7.9 eV

Element x y z (Å)
1 Cu -0.778 1.502 -1.431
2 C -0.846 -3.049 -4.189
3 O -0.428 -2.274 -3.063
4 C -0.357 -0.947 -3.148
5 O -0.019 -0.336 -2.122
6 N -0.572 -0.376 -4.328
7 N -0.396 0.995 -4.582
8 H -0.810 -4.081 -3.852
9 H -0.160 -2.922 -5.029
10 H -1.868 -2.795 -4.471
11 H -0.829 -0.918 -5.137
12 H -1.277 1.479 -4.417
13 H 0.286 1.345 -3.917
14 Br -2.280 -0.997 2.943
15 C -1.769 0.790 2.665
16 C -2.092 1.745 3.656
17 C -1.784 3.059 3.463
18 Br -2.194 4.294 4.825
19 C -1.171 3.501 2.255
20 C -0.890 4.852 1.951
21 C -0.347 5.167 0.739
22 C -0.096 4.137 -0.184
23 N -0.320 2.869 0.072
24 C -0.848 2.539 1.280
25 C -1.116 1.161 1.529
26 O -0.746 0.280 0.553
27 H -2.574 1.416 4.564
28 H -1.124 5.619 2.675
29 H -0.133 6.189 0.463
30 H 0.276 4.372 -1.173
31 F 2.149 -0.535 6.744
32 C 1.849 -0.616 5.449
33 C 1.839 0.548 4.697
34 C 1.530 0.455 3.353
35 C 1.225 -0.781 2.783
36 C 1.235 -1.931 3.569
37 C 1.556 -1.857 4.913
38 Sb 0.758 -0.927 0.770
39 C 2.380 -0.283 -0.336
40 C 2.849 -1.113 -1.350
41 C 3.966 -0.750 -2.080
42 C 4.581 0.454 -1.782
43 F 5.651 0.815 -2.489
44 C 4.131 1.299 -0.782
45 C 3.023 0.915 -0.047
46 C 0.009 -2.772 0.260
47 C -1.338 -2.861 -0.088
48 C -1.879 -4.093 -0.407
49 C -1.052 -5.204 -0.379
50 F -1.568 -6.393 -0.693
51 C 0.290 -5.136 -0.046
52 C 0.822 -3.901 0.281
53 H 2.068 1.493 5.168
54 H 1.508 1.368 2.766
55 H 0.970 -2.894 3.148
56 H 1.574 -2.731 5.545
57 H 2.332 -2.031 -1.599
58 H 4.359 -1.370 -2.871
59 H 4.646 2.228 -0.593
60 H 2.667 1.573 0.736
61 H -1.961 -1.977 -0.124
62 H -2.920 -4.204 -0.677
63 H 0.887 -6.035 -0.042
64 H 1.870 -3.840 0.546
65 F -2.736 0.389 -2.162
66 Sb -3.617 2.082 -2.421
67 F -3.580 1.726 -4.276
68 F -5.294 1.290 -2.183
69 F -4.369 3.779 -2.638
70 F -3.287 2.341 -0.565
71 F -1.863 2.869 -2.688

Atom charges from the Mulliken analysis, given in e for atoms 1 to 8:
1. Cu 0.0908
2. C -1.0051
3. O -0.1007
4. C 0.2187
5. O 0.3432
6. N 0.2019
7. N -0.9001
8. H 0.2167

***

[2]
Density functional theory data (ωB97M-V/def2-TZVPD) for C29H22Br3N5O4W as an isolated structure in a non-equilibrium geometry.

Properties
Net charge   +2
LUMO (alpha / beta)   -8.39 / -8.40 eV
Highest occupied orbital energy (alpha / beta)   -12.891 / -12.891 eV
Energy above the lowest of the compared OMol25 structures with the same formula, charge and spin   266.6 kJ/mol
2S+1   1
Molecular weight   928.08 g mol⁻¹
HOMO-LUMO gap (alpha / beta)   4.5 / 4.5 eV

Element x y z (Å)
1 W -0.369 0.047 -0.233
2 O 3.131 -3.154 -2.009
3 C 2.014 -3.885 -1.824
4 C 2.121 -5.269 -1.950
5 C 1.033 -6.089 -1.743
6 C -0.205 -5.539 -1.435
7 C -0.325 -4.170 -1.303
8 C 0.773 -3.332 -1.482
9 C 0.634 -1.863 -1.149
10 O -0.703 -1.363 -1.340
11 N 1.485 -0.992 -1.965
12 N 1.006 0.204 -1.809
13 C 1.377 1.304 -2.437
14 C 0.581 2.426 -2.074
15 C 0.765 3.718 -2.595
16 C -0.074 4.735 -2.204
17 C -1.113 4.445 -1.311
18 C -1.251 3.159 -0.844
19 N -0.421 2.147 -1.177
20 H 2.908 -2.224 -2.160
21 H 3.089 -5.671 -2.204
22 H 1.140 -7.157 -1.845
23 H -1.062 -6.179 -1.295
24 H -1.280 -3.720 -1.061
25 H 2.116 1.312 -3.224
26 H 1.575 3.888 -3.286
27 H 0.051 5.732 -2.593
28 H -1.810 5.208 -1.006
29 H -2.074 2.904 -0.186
30 O -5.746 -3.317 1.319
31 C -4.615 -2.676 1.181
32 C -3.481 -2.864 1.989
33 C -2.344 -2.132 1.743
34 N -2.234 -1.235 0.749
35 C -3.332 -1.056 0.005
36 Br -3.093 0.294 -1.352
37 C -4.522 -1.712 0.152
38 H -5.754 -3.967 2.040
39 H -3.487 -3.576 2.799
40 H -1.473 -2.245 2.376
41 H -5.374 -1.517 -0.481
42 C 3.572 0.611 0.084
43 C 2.716 1.594 0.803
44 C 3.354 2.675 1.449
45 C 2.648 3.589 2.184
46 C 1.258 3.424 2.324
47 C 0.396 4.276 3.069
48 Br 1.081 5.833 3.893
49 C -0.948 3.996 3.194
50 C -1.488 2.866 2.578
51 Br -3.315 2.409 2.693
52 C -0.688 2.031 1.813
53 O -1.150 0.945 1.172
54 C 0.689 2.308 1.663
55 N 1.389 1.425 0.871
56 H 4.482 1.079 -0.278
57 H 3.073 0.133 -0.749
58 H 3.877 -0.171 0.781
59 H 4.423 2.775 1.354
60 H 3.142 4.418 2.664
61 H -1.588 4.641 3.777
62 C 0.903 -1.551 0.375
63 H 1.980 -1.501 0.564
64 H 0.537 -2.422 0.939

Atom charges from the Mulliken analysis, given in e for atoms 1 to 8:
1. W 0.5051
2. O -0.6600
3. C 0.5158
4. C -0.5608
5. C -0.4840
6. C -0.8359
7. C -0.6900
8. C -0.1823

***

[3]
Density functional theory data (ωB97M-V/def2-TZVPD) for C29H22BrCrN6OS as an isolated structure.

Properties
Net charge   -1
LUMO (alpha / beta)   2.75 / 2.28 eV
Highest occupied orbital energy (alpha / beta)   -3.459 / -4.708 eV
Energy above the lowest of the compared OMol25 structures with the same formula, charge and spin   5.3 kJ/mol
2S+1   5
Molecular weight   634.50 g mol⁻¹
HOMO-LUMO gap (alpha / beta)   6.2 / 7.0 eV

Element x y z (Å)
1 Cr -0.040 -0.719 -0.606
2 N -3.687 -2.974 0.492
3 C -2.588 -2.162 0.322
4 S -1.344 -2.745 -0.732
5 N -2.583 -1.066 1.016
6 N -1.457 -0.281 0.818
7 C -1.351 0.707 1.630
8 C -0.349 1.747 1.565
9 C -0.236 2.613 2.661
10 C 0.647 3.670 2.661
11 C 1.422 3.892 1.518
12 C 1.321 3.069 0.420
13 C 0.450 1.957 0.410
14 O 0.385 1.196 -0.642
15 H -3.546 -3.942 0.263
16 H -4.221 -2.787 1.326
17 H -2.105 0.777 2.412
18 H -0.859 2.425 3.529
19 H 0.734 4.317 3.523
20 H 2.117 4.724 1.494
21 H 1.923 3.232 -0.465
22 Br -0.018 -3.082 2.547
23 C 0.855 -1.521 3.166
24 C 0.791 -1.291 4.511
25 C 1.606 -0.305 5.100
26 C 2.525 0.338 4.329
27 C 2.604 0.102 2.934
28 C 3.629 0.725 2.188
29 C 3.699 0.520 0.845
30 C 2.671 -0.195 0.196
31 C 1.605 -0.802 0.834
32 C 1.673 -0.759 2.274
33 H 0.151 -1.910 5.125
34 H 1.538 -0.116 6.164
35 H 3.220 1.046 4.768
36 H 4.342 1.357 2.705
37 H 4.488 0.975 0.257
38 H 2.685 -0.152 -0.887
39 C -4.725 1.766 -2.923
40 C -4.306 0.848 -3.879
41 C -3.098 0.187 -3.746
42 C -2.276 0.433 -2.637
43 C -2.699 1.362 -1.681
44 C -3.910 2.017 -1.827
45 N -1.059 -0.225 -2.455
46 N -0.568 -0.743 -3.563
47 C 0.558 -1.451 -3.377
48 C 1.172 -2.061 -4.500
49 C 2.264 -2.859 -4.323
50 C 2.769 -3.066 -3.026
51 C 2.154 -2.419 -1.983
52 N 1.099 -1.603 -2.136
53 H -5.674 2.277 -3.031
54 H -4.935 0.636 -4.737
55 H -2.772 -0.534 -4.481
56 H -2.054 1.583 -0.846
57 H -4.215 2.737 -1.076
58 H 0.730 -1.885 -5.471
59 H 2.732 -3.338 -5.174
60 H 3.616 -3.710 -2.839
61 H 2.501 -2.535 -0.965

Atom charges from the Mulliken analysis, given in e for atoms 1 to 8:
1. Cr -0.6140
2. N -0.5297
3. C 0.6110
4. S -0.5389
5. N -1.3619
6. N 1.6098
7. C -1.0909
8. C 1.3055